DFT (ωB97M-V/def2-TZVPD) results for a single C2H4F2N4 molecule at a distorted geometry.

Cartesian coordinates (Å):
C -0.64938 -0.39692 -0.08345
C 0.53408 0.58364 -0.16948
N -2.69522 0.13403 -0.91606
N 2.55445 -0.30003 -0.92442
N -1.85796 0.34840 -0.02848
N 1.81125 -0.29075 0.05103
F -0.57517 -1.31568 -1.09729
F 0.56222 1.25290 -1.33798
H -0.55399 -0.94327 0.86774
H 0.49614 1.29623 0.65911
H -3.51588 0.73624 -0.76383
H 3.36909 -0.90159 -0.73904

Results
ΔE to the lowest compared entry with this formula, charge and spin: 0.0000 eV
LUMO level: 0.0160 hartree
Structure (SMILES): [H]/N=N/[C@@H](F)[C@H](F)/N=N/[H]